[1]
Entry from the Open Molecules 2025 dataset: 21 unconnected molecules or ions with the total composition C9H58NO21 at a distorted geometry (ωB97M-V/def2-TZVPD).

Multiplicity = 1
Energy relative to the best compared isomer or geometry (same formula, charge and spin) = 13.74 kcal/mol
Net charge = -1
Kohn-Sham gap = 0.205 Ha
Highest occupied orbital energy = -4.0 eV
Electronic energy = -2012.53867 a.u.

Last column: Löwdin charge in e.
Positions of all 89 atoms, in Å:
C (1.469, 1.915, 0.677)  -0.02
C (0.473, 0.999, 1.387)  -0.42
C (-0.964, 1.256, 1.022)  -0.15
C (-1.408, 0.779, -0.386)  -0.18
C (-1.122, -0.679, -0.485)  -0.13
C (0.395, -1.138, -0.171)  -0.43
N (0.795, -0.494, 1.098)  -0.13
O (1.988, -0.946, 1.700)  -0.30
C (1.301, -0.914, -1.417)  -0.03
C (0.295, -2.667, 0.037)  -0.04
C (0.514, 1.342, 2.917)  -0.01
H (2.423, 1.849, 1.200)  0.07
H (1.206, 2.964, 0.808)  0.08
H (1.590, 1.702, -0.385)  0.06
H (-1.296, 2.293, 1.063)  0.09
H (-1.634, 0.820, 1.763)  0.10
H (-0.940, 1.301, -1.222)  0.08
H (-2.460, 1.035, -0.516)  0.11
H (-1.488, -1.015, -1.455)  0.10
H (-1.852, -1.193, 0.140)  0.11
H (1.008, -1.358, -2.368)  0.07
H (2.338, -1.164, -1.191)  0.07
H (1.252, 0.121, -1.755)  0.05
H (-0.229, -3.189, -0.763)  0.07
H (-0.308, -2.955, 0.898)  0.09
H (1.269, -3.156, 0.076)  0.05
H (0.033, 0.556, 3.500)  0.04
H (0.013, 2.269, 3.196)  0.09
H (1.537, 1.471, 3.269)  0.06
O (5.412, 2.780, 0.347)  -0.06
H (5.833, 2.944, -0.496)  0.02
H (4.891, 1.989, 0.206)  -0.03
O (0.695, -2.247, 4.184)  -0.05
H (-0.203, -2.394, 3.884)  0.04
H (1.183, -2.039, 3.387)  0.00
O (-2.312, 0.000, 4.423)  -0.07
H (-2.688, 0.748, 3.958)  -0.04
H (-1.372, 0.176, 4.439)  -0.02
O (-0.788, 2.875, -4.038)  -0.06
H (-1.603, 2.584, -3.630)  -0.03
H (-0.233, 2.095, -4.048)  0.00
O (-3.113, 2.668, -2.895)  -0.03
H (-3.622, 3.164, -3.536)  0.09
H (-3.157, 3.193, -2.096)  0.03
O (3.266, -4.513, -1.308)  -0.06
H (3.146, -3.711, -0.799)  -0.02
H (2.475, -4.578, -1.843)  0.02
O (-2.896, 4.098, -0.185)  -0.04
H (-2.861, 4.997, 0.141)  0.05
H (-1.988, 3.888, -0.407)  -0.01
O (-1.457, -1.814, -4.434)  -0.07
H (-1.962, -2.543, -4.072)  0.00
H (-1.981, -1.038, -4.235)  -0.04
O (4.169, 0.190, 0.089)  -0.06
H (3.451, -0.275, 0.518)  -0.01
H (3.836, 0.391, -0.786)  0.03
O (-0.278, 3.775, -1.645)  -0.05
H (-0.364, 3.886, -2.592)  0.02
H (0.090, 2.899, -1.538)  0.02
O (3.724, 0.100, 3.711)  -0.06
H (3.100, -0.188, 3.045)  -0.03
H (3.392, 0.951, 3.999)  0.01
O (-0.809, -6.176, 0.026)  -0.05
H (-0.284, -6.895, 0.379)  0.03
H (-0.215, -5.425, 0.021)  0.00
O (-3.214, 0.010, -3.810)  -0.02
H (-3.901, -0.493, -3.375)  0.07
H (-3.108, 0.791, -3.266)  0.01
O (-2.182, -4.520, -3.292)  -0.05
H (-1.234, -4.395, -3.317)  0.04
H (-2.438, -4.234, -2.415)  -0.02
O (0.483, 0.367, -4.490)  -0.04
H (-0.021, -0.414, -4.719)  0.01
H (1.261, 0.030, -4.046)  0.03
O (3.475, -3.233, 1.180)  -0.07
H (4.090, -2.946, 1.855)  0.05
H (2.848, -2.514, 1.105)  -0.03
O (-3.042, 2.322, 3.286)  -0.03
H (-2.340, 2.827, 2.876)  0.04
H (-3.627, 2.093, 2.564)  0.06
O (-3.680, -3.601, -1.091)  -0.04
H (-4.498, -4.032, -1.340)  0.05
H (-3.888, -3.144, -0.276)  0.05
O (0.230, 5.708, 0.358)  -0.07
H (-0.020, 5.072, -0.312)  -0.04
H (1.187, 5.726, 0.326)  0.03
O (0.638, 0.053, 5.982)  -0.05
H (1.413, 0.556, 6.231)  0.03
H (0.890, -0.390, 5.172)  -0.02

[2]
Entry from the Open Molecules 2025 dataset: a gas-phase ion, C9H5N2O2 (charge +1) at a distorted geometry (ωB97M-V/def2-TZVPD).

Multiplicity = 3
Net charge = +1
Kohn-Sham gap (spin up / spin down) = 0.193 / 0.222 Ha
Highest occupied orbital energy (spin up / spin down) = -12.6 / -13.8 eV
Electronic energy = -605.39273 a.u.

Last column: Löwdin charge in e.
Positions of all 18 atoms, in Å:
C (-0.873, 1.601, 1.598)  -0.01
C (0.052, 1.754, 0.543)  0.04
C (1.389, 0.769, -1.296)  0.02
C (-1.494, 0.413, 1.807)  0.06
C (1.791, -0.306, -1.983)  0.08
C (0.402, 0.692, -0.247)  -0.11
C (-0.160, -0.628, -0.072)  -0.15
C (-1.233, -0.741, 0.986)  -0.13
C (1.225, -1.647, -1.723)  -0.43
N (-2.520, -2.777, 1.279)  0.46
N (0.227, -1.630, -0.753)  0.21
O (1.567, -2.650, -2.272)  0.20
O (-1.919, -1.780, 1.196)  0.08
H (-1.091, 2.449, 2.230)  0.13
H (0.493, 2.723, 0.363)  0.14
H (1.814, 1.743, -1.500)  0.13
H (-2.221, 0.294, 2.597)  0.14
H (2.549, -0.279, -2.751)  0.13

[3]
Entry from the Open Molecules 2025 dataset: 23 unconnected molecules or ions with the total composition C9H62NO23 at a distorted geometry (ωB97M-V/def2-TZVPD).

Multiplicity = 1
Energy relative to the best compared isomer or geometry (same formula, charge and spin) = 45.81 kcal/mol
Net charge = -1
Kohn-Sham gap = 0.203 Ha
Highest occupied orbital energy = -4.2 eV
Electronic energy = -2165.40328 a.u.

Last column: Löwdin charge in e.
Positions of all 95 atoms, in Å:
C (1.345, -0.686, -2.466)  -0.01
C (0.078, -0.327, -1.659)  -0.49
C (-0.788, -1.559, -1.564)  -0.14
C (-1.848, -1.556, -0.458)  -0.18
C (-1.137, -1.200, 0.849)  -0.13
C (-0.331, 0.114, 0.844)  -0.48
N (0.513, 0.126, -0.334)  -0.16
O (1.346, 1.268, -0.337)  -0.26
C (0.459, 0.046, 2.161)  -0.01
C (-1.346, 1.258, 0.948)  -0.05
C (-0.688, 0.791, -2.369)  -0.02
H (1.760, 0.271, -2.789)  0.07
H (1.089, -1.284, -3.342)  0.08
H (2.118, -1.180, -1.876)  0.07
H (-0.111, -2.369, -1.257)  0.11
H (-1.188, -1.886, -2.526)  0.12
H (-2.354, -2.526, -0.411)  0.09
H (-2.669, -0.871, -0.710)  0.10
H (-0.599, -2.092, 1.153)  0.08
H (-1.991, -1.091, 1.530)  0.10
H (1.134, -0.805, 2.242)  0.09
H (-0.220, 0.096, 3.018)  0.07
H (1.023, 0.965, 2.342)  0.06
H (-0.892, 2.234, 0.750)  0.06
H (-1.976, 1.294, 1.838)  0.07
H (-2.042, 1.257, 0.100)  0.05
H (0.019, 1.477, -2.851)  0.07
H (-1.209, 1.495, -1.726)  0.05
H (-1.322, 0.388, -3.159)  0.07
O (0.451, -4.345, 0.910)  -0.03
H (-0.333, -4.521, 0.377)  0.05
H (0.158, -3.720, 1.581)  0.02
O (-0.435, -0.485, -5.807)  -0.05
H (-0.331, 0.154, -5.092)  0.02
H (-1.370, -0.712, -5.794)  0.04
O (0.111, 3.901, -1.532)  -0.05
H (-0.055, 3.002, -1.204)  0.00
H (0.067, 4.456, -0.749)  0.04
O (-3.772, 1.733, -2.986)  -0.07
H (-3.672, 2.102, -2.092)  -0.02
H (-4.395, 1.008, -2.888)  0.02
O (-0.134, -2.089, 5.981)  -0.08
H (-0.357, -1.205, 5.668)  -0.02
H (-0.675, -2.685, 5.444)  -0.01
O (2.953, -3.997, -0.353)  -0.07
H (2.094, -3.743, 0.020)  -0.01
H (2.840, -3.926, -1.304)  0.01
O (1.329, 3.324, 1.820)  -0.07
H (1.326, 4.235, 1.509)  0.08
H (1.353, 2.773, 1.009)  0.03
O (2.939, 2.993, -2.423)  -0.07
H (3.466, 2.393, -1.883)  -0.02
H (2.082, 3.023, -1.980)  -0.02
O (-1.053, 0.677, 5.673)  -0.06
H (-0.326, 1.003, 6.209)  0.06
H (-0.916, 1.086, 4.804)  0.00
O (-1.507, -3.336, 3.748)  -0.06
H (-2.251, -2.809, 4.054)  0.04
H (-1.742, -3.566, 2.835)  -0.01
O (0.199, 4.207, -4.470)  -0.07
H (0.465, 4.272, -3.543)  -0.01
H (0.463, 3.321, -4.732)  0.02
O (-3.667, 3.296, -0.676)  -0.04
H (-3.424, 4.227, -0.670)  0.06
H (-3.842, 3.077, 0.246)  0.05
O (4.911, -2.304, -3.540)  -0.08
H (4.178, -2.738, -3.097)  0.01
H (4.920, -1.401, -3.173)  -0.01
O (-5.009, -2.077, 0.929)  -0.05
H (-4.817, -1.137, 1.015)  0.05
H (-4.629, -2.320, 0.077)  0.03
O (-3.916, 0.400, 4.118)  -0.06
H (-3.290, 0.553, 4.837)  0.02
H (-3.532, -0.327, 3.618)  0.01
O (3.917, 2.697, 3.167)  -0.06
H (4.045, 3.467, 3.727)  0.03
H (3.011, 2.783, 2.831)  0.00
O (4.028, 1.998, 0.140)  -0.07
H (3.124, 1.718, 0.344)  -0.02
H (4.524, 1.819, 0.945)  0.02
O (4.510, 0.377, -2.625)  -0.05
H (5.260, 0.546, -2.044)  0.06
H (3.814, 0.071, -2.027)  0.01
O (3.717, -0.923, 0.522)  -0.06
H (2.849, -0.488, 0.534)  0.00
H (4.034, -0.863, 1.428)  0.04
O (-3.161, -4.200, 1.680)  -0.05
H (-3.820, -3.758, 1.127)  0.01
H (-3.670, -4.771, 2.266)  0.06
O (-0.588, 2.758, 3.649)  -0.07
H (0.073, 2.853, 2.930)  -0.01
H (-1.420, 3.043, 3.260)  0.04
O (0.544, -3.721, -5.576)  -0.06
H (0.505, -2.774, -5.384)  0.00
H (-0.323, -4.053, -5.327)  0.02